Density functional theory data (ωB97M-V with the def2-TZVPD basis set) for one molecule with the formula C4H6N2.

Structure (XYZ):
```
12
Properties=species:S:1:pos:R:3:forces:R:3:lowdin_charge:R:1
N 0.5892 1.2374 0.2692 8.00 6.07 2.57 0.106
N 2.1279 -0.2222 -0.4331 3.78 1.90 -1.29 0.150
C 0.9939 0.0783 -0.1319 -2.94 -4.06 2.49 -0.618
C -0.1485 -0.9407 0.3473 2.02 0.97 0.48 -0.111
C -2.5481 0.1603 -0.3081 3.36 -0.89 0.75 0.115
C -1.4052 -0.1494 0.0839 -4.04 -1.91 -0.95 -0.160
H 2.4424 -1.1315 -0.3961 0.19 -2.47 -0.20 0.019
H -0.1969 1.5478 -0.0511 -5.95 2.32 -1.94 -0.014
H 1.3824 2.0684 0.2551 -2.56 -2.95 -0.18 0.203
H -3.4980 0.3699 -0.7990 0.77 0.12 0.63 0.036
H 0.0900 -1.7850 -0.3261 -1.28 -0.03 0.49 0.104
H 0.1710 -1.2335 1.4900 -1.35 0.93 -2.84 0.170
```
Forces are in eV/Å.

Density functional theory data (ωB97M-V with the def2-TZVPD basis set) for C43H37N9O5S2Y as an isolated structure.

Its net charge is -1.

Structure (XYZ):
```
97
Properties=species:S:1:pos:R:3:forces:R:3:lowdin_charge:R:1
Y -1.1136 -0.4160 0.8361 -0.10 0.96 0.91 1.415
S -3.6381 -1.1553 -1.0244 -0.13 -0.27 -0.79 0.622
S -3.5403 -0.5598 5.2475 0.92 -0.03 -0.76 1.031
O 1.5190 2.5916 1.1693 -0.09 0.00 0.07 0.091
O -2.8007 1.4311 1.3081 -0.24 -0.41 0.02 -0.049
O -1.4549 5.8753 0.3635 -0.15 0.15 -0.03 0.082
O -5.0702 -1.2146 -0.8839 0.21 -0.27 0.05 -0.301
O -3.0439 0.1664 -1.1192 0.28 -0.04 0.27 -0.350
N -0.6535 1.9553 1.1702 -0.88 -0.86 0.14 0.098
N 1.2070 -0.4567 4.8288 -0.69 0.01 -0.30 0.178
N -2.0667 -0.6426 3.1544 0.02 -0.14 0.00 -0.038
N -2.8395 -1.8070 0.2275 -0.75 1.18 -0.60 -0.207
N -2.1102 -3.8177 -6.0990 0.07 -0.13 -0.28 0.090
N -1.5517 -3.3222 1.2668 -0.23 0.69 -0.24 0.097
N -0.0164 4.1859 0.7332 0.37 0.07 0.06 0.219
N 0.6633 -0.6317 2.6640 -1.20 0.02 0.81 0.125
N -3.1628 -4.0482 -0.3455 -0.24 0.38 0.11 0.143
C 4.3273 -0.4638 2.1871 -0.06 -0.03 -0.24 -0.057
C -1.2338 -4.5768 1.4949 0.01 -0.41 -0.02 -0.143
C -3.2981 -0.6406 3.5266 -0.31 0.05 0.85 -0.415
C -4.0692 -2.8273 -3.1592 -0.08 -0.04 0.03 -0.076
C -1.5243 -2.4522 -4.1981 -0.11 -0.11 -0.01 -0.014
C 1.4597 -0.3617 -1.2406 1.30 0.25 -0.41 -0.212
C 1.9730 3.6264 -2.3187 -0.08 0.17 0.01 -0.122
C -3.1573 -2.0166 -2.5141 -0.29 0.28 0.59 -0.296
C -3.5364 4.1793 1.4801 0.22 -0.07 0.11 -0.172
C 2.7433 0.0320 -1.6464 -0.61 -0.11 0.18 -0.240
C 5.9107 -2.7938 -1.7411 0.28 -0.24 0.05 -0.154
C -1.8626 -5.6405 0.8558 0.05 0.15 0.03 -0.069
C -1.1979 -0.5749 4.2051 -1.58 0.03 1.80 -0.303
C -1.9455 2.2952 1.0655 0.60 0.70 0.14 -0.491
C 1.8793 2.2524 -2.2887 0.09 0.03 -0.01 -0.048
C -1.8832 -1.8293 -3.0199 0.09 0.17 0.01 -0.046
C -2.5436 -3.0878 0.3616 0.30 -1.70 0.22 -0.489
C -1.7971 2.9304 -1.7782 -0.12 0.00 0.08 -0.069
C 3.6150 -2.2433 -1.2835 -0.08 0.04 -0.01 -0.066
C 3.8096 -0.9094 -1.7096 -0.17 -0.01 -0.01 -0.213
C 3.0776 4.2694 -1.7797 0.01 0.27 0.01 -0.135
C 4.0037 2.1368 -1.1778 -0.06 0.01 -0.10 -0.058
C 0.3455 2.8477 1.0228 0.75 0.66 -0.10 -0.521
C -3.7130 -3.4523 -4.3371 0.02 0.03 0.02 -0.038
C 2.9034 1.4724 -1.7343 0.05 0.04 -0.04 -0.199
C 6.1121 -1.5023 -2.2101 0.10 -0.10 0.00 -0.132
C 3.7148 -0.3654 4.5303 0.32 0.07 0.15 -0.036
C -2.3839 3.6693 0.5988 -0.62 0.09 -0.11 -0.302
C -1.8206 -0.5254 5.4444 -0.12 -0.03 -1.17 -0.321
C 0.1944 -0.5529 3.9034 1.86 -0.05 -0.63 -0.254
C 4.0865 3.5128 -1.2034 0.11 0.13 0.00 -0.111
C 4.6443 -3.1520 -1.2920 0.20 -0.09 -0.03 -0.129
C 3.0116 -0.5649 1.7856 -0.07 0.02 -0.04 0.035
C -1.2658 4.6924 0.5622 0.13 -0.35 0.11 -0.439
C 0.3644 -0.6142 -0.7501 -0.38 -0.74 -0.58 -0.200
C 4.6782 -0.3736 3.5332 -0.20 0.03 0.38 -0.089
C -2.8216 -5.2928 -0.0846 0.16 -0.26 0.16 -0.137
C -2.4383 -3.2606 -4.8764 -0.06 0.14 0.24 -0.330
C -3.1505 4.1953 2.9555 -0.11 0.06 -0.20 -0.075
C 5.0889 -0.5831 -2.2103 -0.01 0.09 0.05 -0.066
C 2.3924 -0.4487 4.1312 0.04 -0.08 -0.77 -0.187
C 2.0284 -0.5585 2.7690 0.73 0.06 0.62 -0.192
C -2.8794 3.4737 -0.8558 0.11 -0.05 -0.14 -0.151
H 1.1788 4.2093 -2.7685 -0.06 0.05 -0.02 0.089
H -3.2446 4.4369 -1.2227 -0.04 -0.03 0.11 0.125
H -1.3933 -0.4633 6.4226 0.21 0.01 0.23 0.061
H 4.7621 1.5572 -0.6706 0.09 -0.01 -0.02 0.103
H -2.1956 2.8176 -2.7832 0.03 -0.04 -0.12 0.086
H -2.2861 4.8370 3.1176 0.08 0.09 0.09 0.079
H 5.2653 0.4072 -2.6021 0.01 0.08 -0.02 0.097
H -2.9027 3.1884 3.2858 0.01 -0.08 0.14 0.067
H 0.7644 4.8268 0.6426 -0.08 -0.14 -0.02 0.161
H 2.7301 -0.6235 0.7499 -0.01 0.05 -0.28 0.079
H 5.1078 -0.4461 1.4402 0.00 -0.06 -0.12 0.108
H -0.4390 -4.7425 2.2142 0.03 -0.04 0.01 0.108
H -4.1338 -0.6667 2.8544 -0.15 -0.01 -0.29 0.091
H 7.0866 -1.2094 -2.5826 0.05 0.00 -0.04 0.088
H -4.3906 3.5187 1.3322 -0.02 0.01 -0.07 0.118
H -3.9741 4.5669 3.5617 -0.02 0.03 0.12 0.070
H -3.3528 -6.0484 -0.6536 0.04 -0.10 -0.02 0.106
H -4.4166 -4.0918 -4.8515 -0.10 -0.03 -0.06 0.102
H 5.7226 -0.3048 3.8056 0.02 0.02 0.03 0.098
H 4.9405 4.0062 -0.7565 0.04 0.04 0.06 0.091
H 3.1402 5.3490 -1.7945 0.03 0.09 -0.02 0.083
H 3.9877 -0.2800 5.5731 0.02 -0.01 0.06 0.100
H -1.6063 -6.6662 1.0693 0.02 -0.03 -0.03 0.087
H -1.4715 1.9464 -1.4398 0.11 0.04 -0.19 0.051
H 1.0960 -0.2983 5.8135 -0.03 -0.03 0.00 0.156
H -1.1251 -3.8954 -6.2964 -0.08 -0.08 0.00 0.088
H 4.4650 -4.1557 -0.9320 -0.01 -0.15 0.02 0.087
H -0.9345 3.5913 -1.8130 0.12 0.04 -0.09 0.062
H -2.6569 -4.6160 -6.3799 0.13 0.02 0.01 0.084
H -1.1787 -1.1982 -2.4905 0.14 0.00 0.01 0.065
H 2.6319 -2.5372 -0.9406 -0.06 0.00 0.05 0.094
H -0.5309 -2.3151 -4.5985 0.13 0.06 -0.04 0.114
H -3.6997 2.7550 -0.8301 -0.09 0.09 0.07 0.115
H -5.0445 -2.9474 -2.7157 -0.15 -0.11 -0.04 0.108
H 6.7269 -3.5036 -1.7255 0.02 -0.07 -0.01 0.074
H -3.8029 5.1856 1.1523 0.01 -0.07 -0.09 0.118
H 1.0052 1.7551 -2.6882 -0.02 -0.04 -0.03 0.106
```
Forces are in eV/Å.

Computed values of gap between HOMO and LUMO (unit: eV) for the preceding records, in sequence: 10.03; 3.77.
Computed values of highest occupied orbital energy (unit: eV) for the preceding records, in sequence: -9.13; -2.27.
Computed values of ΔE to the lowest compared entry with this formula, charge and spin (unit: kcal/mol) for the preceding records, in sequence: 98.8; 22.1.